1.
Entry from the Open Molecules 2025 dataset: 34 unconnected molecules or ions with the total composition C15H90F3NO39P in a non-equilibrium geometry (the ωB97M-V functional and the def2-TZVPD basis).

Structure (XYZ):
```
149
Properties=species:S:1:pos:R:3:forces:R:3:mulliken_charge:R:1
O -1.8792 2.7636 3.2897 0.541 0.644 0.015 -0.17
O 6.9172 3.2533 2.4945 0.000 -0.309 -0.086 -0.63
O 4.5785 0.2927 1.4091 0.660 -1.130 -0.951 -0.15
C 1.1352 -3.4540 -1.6419 0.054 0.587 0.226 -0.49
C 2.7847 -0.1821 -0.2662 0.970 -1.789 -0.350 1.79
C 1.8008 1.9518 0.5817 -0.699 0.733 0.175 -1.10
P 1.4818 1.9635 2.4269 1.431 0.231 2.884 0.72
H -1.1299 2.1542 3.3464 -0.535 -0.397 0.120 -0.01
H -1.9545 1.9529 -1.1076 0.499 -0.742 0.171 0.58
H 0.9642 -0.7827 5.7386 -0.114 -0.099 -0.034 0.30
O -1.7610 5.9068 5.0046 0.118 -0.155 0.083 -0.57
H -3.8969 0.3608 -0.7859 0.684 0.158 0.179 0.51
H 0.7882 -4.6151 -7.3254 0.037 0.253 -0.352 0.36
O -1.3825 7.5612 7.4829 0.237 -0.239 0.160 -0.59
H -6.4408 1.7056 5.2365 0.077 -0.189 -0.024 0.30
H 5.8640 -4.6599 1.1240 0.070 -0.049 -0.111 0.28
H -6.3747 -2.8350 4.8997 -0.105 -0.043 -0.020 0.31
H 1.1086 2.6507 0.0636 0.540 -0.572 0.277 0.53
H 5.9899 -0.2953 -4.8068 -0.008 -0.008 -0.036 0.30
C -2.8136 -1.0908 0.4650 0.164 -0.424 -0.982 -0.42
H -2.0717 5.9334 -1.8096 0.008 -0.068 -0.059 0.30
H 5.7511 2.2468 4.5970 0.081 0.101 0.102 0.27
C 5.1714 -0.8816 1.7557 0.325 0.789 2.544 0.92
H -4.9097 -4.5069 -4.0769 0.007 -0.101 -0.055 0.30
O 0.6552 1.3807 -2.9048 0.220 0.131 0.067 -0.56
H 2.2784 -4.8547 -7.5363 0.011 0.021 0.064 0.20
H 1.2713 2.0403 -3.2470 -0.136 0.022 -0.120 0.26
O -6.7879 1.7762 4.3395 0.090 0.156 0.184 -0.60
F 5.5592 -0.7615 3.0504 -0.411 -0.116 -1.255 -0.27
H -2.1675 1.5756 -3.7769 -0.029 -0.007 0.012 0.26
H 6.6910 0.4223 -1.9247 0.106 0.030 -0.079 0.31
H 1.9820 -1.0934 -3.8555 -0.245 -0.077 -0.224 0.28
H -7.4765 2.4468 4.4030 -0.014 -0.093 -0.169 0.29
H -4.3311 -4.8874 0.0584 -0.142 -0.005 0.010 0.31
H -1.7957 8.0846 8.1812 -0.185 0.215 -0.311 0.31
O -0.6438 0.9054 0.1224 1.860 -0.743 -1.154 0.54
C 1.8182 -2.9350 -4.5331 0.307 -0.294 0.958 -0.57
O 1.1260 6.4978 4.4889 0.037 -0.347 0.001 -0.67
O -0.8110 3.8120 0.2818 0.210 -0.053 0.257 -0.71
H 2.0778 -5.1354 -2.6207 0.167 0.518 0.384 0.45
H 0.3151 -3.3355 -2.3907 0.668 -0.137 0.454 -0.25
H 1.9730 6.9070 4.6967 -0.111 0.122 0.004 0.30
O 0.8891 -2.6468 2.0533 0.199 0.160 -0.214 -0.58
C 4.2375 0.3194 0.0152 -1.434 1.063 -0.989 -1.72
H -0.5550 7.2566 7.8704 -0.044 -0.085 -0.102 0.27
O 1.1483 3.4740 2.9536 -1.192 -1.991 -1.474 -0.26
H 0.9846 -3.6634 -4.4156 0.460 0.559 -0.473 -0.13
H 0.0755 -5.7637 -9.4332 -0.036 0.014 0.021 0.30
H 6.9060 1.3691 -3.0934 -0.066 0.017 -0.013 0.28
H -2.2835 -8.8244 -2.3209 -0.193 0.046 0.062 0.35
H 4.9178 -0.2604 -0.6369 -0.384 0.150 0.584 -0.06
O 1.2547 -1.6405 -4.1880 0.368 -0.222 0.126 -0.33
H -3.0893 4.5504 3.3762 -0.063 0.040 -0.188 0.29
H 5.0883 -3.4204 0.7008 0.027 -0.209 0.105 0.31
H -5.1732 0.6414 3.3572 -0.140 0.106 -0.016 0.25
H -1.9609 6.4940 5.7488 0.194 -0.032 0.251 0.34
O -4.6273 -0.1009 3.0667 -0.082 -0.254 0.134 -0.51
N 1.6717 0.5887 0.0123 -0.156 -0.148 0.098 1.16
H -2.5396 3.9169 -3.8742 -0.187 0.160 0.093 0.33
F 4.2696 -1.9195 1.7309 0.993 0.493 -0.566 -0.26
H -3.5913 10.0438 7.2394 0.008 -0.093 0.059 0.31
O -2.9490 1.5856 -3.2098 -0.007 -0.050 -0.347 -0.51
C 0.2313 -1.2089 -0.7420 1.835 -0.506 -0.426 0.21
H -5.3595 4.3971 5.5618 0.146 0.091 -0.097 0.32
O 0.2408 0.9988 2.8741 0.714 1.312 -1.907 -0.48
H 0.6852 -4.0616 -0.8161 0.464 0.348 -0.518 0.65
H 1.3098 5.5510 4.5274 0.109 0.050 -0.035 0.31
H 7.7510 2.7858 2.6204 0.025 0.129 0.008 0.34
H 7.0799 -0.5081 -5.8462 -0.049 -0.082 -0.083 0.30
H -3.3083 5.1156 -4.3908 0.129 -0.023 0.114 0.32
O 5.3890 -2.5345 -2.5106 0.779 0.447 0.865 -0.53
H 5.7930 -2.8399 -1.6842 0.110 -0.321 -0.162 0.28
O -2.8411 9.9772 7.8397 -0.114 0.210 0.001 -0.62
O 0.9533 -0.1121 -7.2395 0.035 0.061 0.126 -0.66
H -1.4946 0.4016 -1.8241 0.312 -0.074 0.872 0.43
H 3.5854 -4.1011 -4.0859 -0.023 0.817 0.544 0.60
O -2.6313 -9.7204 -2.2224 0.109 0.017 -0.097 -0.62
H 3.5367 -2.4864 -3.1699 -0.558 -0.948 -0.940 -0.24
H 6.2532 2.5547 2.4971 -0.040 0.095 -0.044 0.26
H -2.2414 -6.0323 -2.1419 -0.207 0.026 -0.016 0.27
C -2.9988 0.3412 -0.1400 0.478 -0.313 1.376 -0.46
H 1.1850 -0.5799 -6.4285 -0.081 -0.086 0.064 0.35
O -2.8679 5.4715 -2.0957 -0.063 0.188 0.278 -0.59
H 3.1870 -4.2704 -1.5068 -0.492 0.062 -0.534 0.40
O -3.8031 5.1904 3.3331 -0.507 -0.039 -0.032 -0.66
H -2.8922 -1.8088 -0.3897 0.003 0.405 0.938 -0.13
O -4.7474 -4.6295 -0.7710 0.217 0.058 -0.080 -0.66
H -3.3441 -2.6994 -2.9740 0.138 -0.146 -0.110 0.21
O 0.5995 -0.4856 4.8972 0.350 -0.143 0.234 -0.56
H 6.0065 -1.8687 -2.8430 -0.037 -0.125 -0.253 0.24
H -3.6863 1.5215 -3.8286 0.000 0.121 0.045 0.26
H -1.6972 3.8955 0.6585 0.025 0.059 -0.008 0.35
H 0.3838 -5.4542 -5.6819 0.083 -0.052 0.225 0.30
H 1.2637 0.1281 4.5598 0.039 0.036 0.214 0.21
C 1.3824 -2.0515 -1.0659 -0.786 1.814 0.559 -0.37
O -0.4113 -5.4773 -5.1281 -0.222 -0.147 -0.023 -0.64
H -3.8520 4.2607 5.6771 -0.052 0.015 0.004 0.37
O -2.4814 -6.7052 -2.7884 0.261 -0.118 -0.233 -0.64
H 1.1804 -3.5654 2.0794 -0.112 0.008 0.103 0.31
O 6.2864 0.7135 -2.7500 0.027 -0.036 0.111 -0.58
O -4.6462 4.3789 6.2108 -0.176 -0.239 0.129 -0.64
H -4.2150 0.7966 7.3307 -0.006 -0.026 -0.066 0.28
H -3.1754 1.0170 0.7356 -0.039 -0.292 -0.775 0.09
C 2.6905 -1.4834 -0.8122 -1.653 0.697 0.359 -0.01
O -2.7780 4.3708 -4.6898 0.067 -0.244 -0.322 -0.63
F 6.2907 -1.1685 1.0530 -1.311 -0.196 0.008 -0.24
O -6.7833 -2.5633 4.0713 0.256 0.056 0.085 -0.63
H -0.8554 6.1421 4.7583 -0.064 0.278 0.055 0.29
H -3.8302 -5.5204 -4.4183 0.062 0.047 0.306 0.31
H -0.6452 2.8604 0.2756 -0.504 0.108 0.019 -0.02
H -1.7183 3.3926 4.0084 -0.126 -0.164 0.191 0.41
H -3.5665 -1.3455 1.2349 0.361 0.404 -0.518 0.51
H -4.3757 -0.5375 3.8886 0.162 0.211 0.000 0.25
H 1.0518 1.0956 -2.0745 0.012 0.011 -0.328 0.01
H 0.2026 3.6640 2.7504 0.277 0.469 -0.083 0.28
H -2.3638 10.8040 7.7122 0.037 -0.070 0.057 0.31
H 2.8148 2.3688 0.4452 -0.538 -0.458 0.204 0.46
H -1.4059 -5.5135 -9.2028 -0.011 0.101 0.101 0.29
H 1.6902 -2.1416 2.2367 0.005 -0.139 0.180 0.23
H 4.3094 1.3792 -0.3136 0.234 -0.721 0.313 0.91
H -1.1358 -5.5344 -5.7625 0.012 0.060 0.043 0.30
O 1.6516 -4.4791 -6.9071 -0.159 -0.554 -0.342 -0.51
H -3.6027 5.7996 4.0552 0.246 0.011 -0.283 0.35
H 3.6033 -2.0691 -1.0252 -0.637 0.608 0.095 -0.48
H 0.4217 0.6320 -6.9385 -0.001 -0.037 -0.076 0.29
H -3.5748 5.8842 -1.5862 -0.004 -0.076 -0.020 0.30
O -2.5973 -2.6043 -2.3676 0.128 0.030 -0.136 -0.23
H -1.8030 -1.2550 0.9101 -0.741 0.322 -0.053 -0.06
O 5.1545 2.6797 5.2142 -0.200 -0.062 -0.048 -0.63
H -4.8055 2.0786 6.7597 0.320 0.241 -0.039 0.31
C 2.9509 -3.3704 -3.5330 -0.995 0.035 -0.113 0.32
O 2.6725 1.5217 3.1934 -0.242 0.006 -1.056 -0.62
H -3.3963 -9.7377 -2.8060 0.011 -0.013 0.075 0.31
O -4.0287 -4.5774 -4.4627 -0.132 0.174 -0.065 -0.60
O 6.2230 -0.8460 -5.5639 0.048 0.089 0.213 -0.60
C 0.3824 0.1048 -0.2168 0.035 -1.638 -0.095 -0.06
H -4.1490 -3.9688 -1.1398 0.034 -0.022 0.044 0.30
C 2.3902 -4.1261 -2.2757 -0.363 0.020 -0.294 -1.27
H 0.3513 0.0971 2.5142 -0.424 0.109 0.476 0.08
H 2.1681 -2.9391 -5.5809 -0.183 0.124 0.802 0.44
H -0.7648 -1.6397 -0.9381 0.555 0.590 0.236 -0.19
C -1.7399 0.8879 -0.8645 -2.597 0.685 -0.131 -0.72
O 5.5992 -4.1556 0.3467 -0.123 0.199 -0.118 -0.64
H -1.7862 -6.6459 -3.4583 0.106 0.076 0.017 0.32
H -1.8253 -2.6231 -2.9466 -0.144 -0.089 -0.133 0.09
O -4.3631 1.2593 6.4987 -0.274 -0.037 0.075 -0.58
H 4.2836 2.5665 4.8142 -0.014 -0.078 -0.001 0.37
O -0.5417 -5.3861 -8.7962 0.097 -0.114 -0.030 -0.61
H -6.1833 -1.8921 3.7207 -0.159 0.050 -0.151 0.37
```
Positions in Å, forces in eV/Å.

Its energy is -4255.430282 Ha. As for the total charge: +1. Its spin multiplicity is 1. The gap between HOMO and LUMO is 8.24 eV.

---

2.
Entry from the Open Molecules 2025 dataset: a gas-phase ion, C15H9F9N (charge +1) in a non-equilibrium geometry (the ωB97M-V functional and the def2-TZVPD basis).

Structure (XYZ):
```
34
Properties=species:S:1:pos:R:3:forces:R:3:mulliken_charge:R:1
C -0.2125 -1.2325 0.0681 -0.196 0.018 -0.310 -0.59
H 1.5451 -4.2225 2.5094 -1.530 -1.062 0.908 0.29
N 0.5651 -1.4371 1.1735 -1.739 -0.621 -0.851 0.24
C -0.9640 -0.1103 -1.9537 0.197 -0.808 -0.619 0.75
C 2.5649 2.4972 -1.0456 -0.006 0.172 -0.043 -0.61
C 0.0105 -0.2102 -0.7967 0.228 0.128 0.564 -0.18
C 1.5741 -0.6390 1.4562 0.142 0.205 -0.132 -0.38
F -4.3612 0.4423 -0.4802 0.134 0.029 -0.213 -0.27
F -0.6264 -1.1125 -2.8177 -0.103 0.040 0.037 -0.31
C -2.4801 -0.3545 -1.6019 -0.239 -0.102 -0.266 0.43
C 3.0047 1.2460 0.9510 -0.037 0.293 -0.174 -0.96
C -3.0597 0.2050 -0.2523 -0.751 0.336 0.137 0.82
F -0.8866 1.0211 -2.6658 0.014 0.218 0.396 -0.30
F -2.1081 2.3840 -0.6347 0.403 -0.304 -0.078 -0.24
H 2.1391 -0.8265 2.3588 -0.073 -0.165 0.021 0.48
C 0.2917 -2.5387 2.1054 0.567 -0.458 0.153 -0.57
H 0.5341 -4.2713 0.9180 1.684 0.643 -0.861 0.27
C 1.1267 0.6545 -0.5556 -0.381 0.142 -0.671 1.11
F -3.2031 0.1673 -2.5983 0.194 0.213 0.063 -0.28
F -2.7183 -1.6838 -1.6134 0.213 0.020 0.360 -0.26
F -3.0269 -0.7123 0.7377 0.572 -0.103 -0.194 -0.26
H 4.1241 2.9667 0.3529 0.049 -0.080 0.090 0.43
C 1.9056 0.4213 0.6095 -0.038 -0.156 0.287 0.68
F -3.4323 2.1194 1.0347 0.118 -0.055 -0.081 -0.26
H -0.3987 -2.2988 2.9071 1.268 0.542 0.923 0.42
C 3.3132 2.2876 0.1307 -0.007 0.033 -0.118 -0.68
C 1.4949 1.7171 -1.4065 0.651 0.364 0.313 -0.92
H 3.5705 1.0721 1.8562 -0.051 -0.135 0.021 0.42
H -1.0239 -1.9311 -0.0715 0.057 -0.089 0.119 0.85
F -1.4619 1.3103 1.1746 0.319 -0.026 -0.467 -0.21
H 1.0043 1.9691 -2.3295 -0.255 -0.270 0.061 0.59
C -2.4692 1.5371 0.3205 -1.039 0.348 0.807 0.57
H 2.8422 3.3287 -1.6810 -0.006 -0.040 -0.047 0.43
C 0.8221 -3.7659 1.8402 -0.355 0.731 -0.134 -0.50
```
Positions in Å, forces in eV/Å.

Its energy is -1530.217991 Ha. As for the total charge: +1. Its spin multiplicity is 1. The gap between HOMO and LUMO is 8.45 eV. The SMILES is C=C[n+]1cc(C(F)(F)C(F)(F)C(F)(F)C(F)(F)F)c2ccccc2c1.